Below is a 13-piece molecular cluster, C14H19B2Cl36O4 overall in a non-equilibrium geometry, with properties calculated with ωB97M-V with the def2-TZVPD basis set.

Calculated values
- HOMO-LUMO gap: 5.00 eV
- Charge: -1

Geometry as XYZ:
```
75
Properties=species:S:1:pos:R:3:forces:R:3
O -1.039080 -1.992005 0.645449 -0.418 0.124 0.269
B -0.562615 -0.919600 -0.087458 -0.329 -0.471 -0.613
O 0.104985 0.100799 0.548168 -0.761 0.480 0.198
C -0.746428 -0.887486 -1.665678 0.462 -1.023 -0.049
C -1.579587 -2.019806 -2.375387 0.583 1.226 -0.950
O -0.705599 -3.045591 -2.763139 -0.130 -0.090 0.516
B 0.617490 -2.684372 -2.155135 0.235 -0.083 0.003
O 0.583788 -1.204330 -2.101514 -0.136 0.524 0.419
H -1.636614 -1.689263 1.341995 0.515 -0.121 0.179
H -0.036514 0.898517 0.015597 0.608 -0.380 0.244
H -1.034239 0.091061 -2.073296 -0.054 0.115 0.022
H -2.454679 -2.306261 -1.784814 0.142 -0.378 -0.120
H -1.869306 -1.555023 -3.327947 -0.821 0.035 0.109
H 0.684171 -3.297692 -1.081327 0.078 0.322 0.416
H 1.626207 -2.939843 -2.758692 -0.157 -0.052 -0.698
C 4.127010 -5.727168 -2.407572 -0.407 -0.051 -0.145
Cl 2.463916 -5.171012 -2.528313 0.554 -0.322 0.164
Cl 5.180194 -4.816982 -3.504136 0.051 -0.023 -0.012
Cl 4.716886 -5.614504 -0.744331 0.025 -0.054 -0.012
H 4.155526 -6.763906 -2.706056 0.213 0.047 -0.002
C -4.786811 -2.638924 1.544300 -0.024 0.093 -0.272
Cl -4.678970 -4.372034 1.873343 0.039 -0.048 0.050
Cl -3.880885 -1.720481 2.754762 -0.033 0.005 0.061
Cl -4.219223 -2.262297 -0.077044 -0.196 -0.110 0.247
H -5.827218 -2.353017 1.618602 -0.010 -0.001 0.062
C 0.504157 4.374416 0.463577 0.066 -0.123 -0.047
Cl 0.478800 5.920934 -0.399956 -0.130 -0.392 0.044
Cl 0.218260 3.042974 -0.656374 0.005 0.328 -0.215
Cl 2.023625 4.142870 1.326547 -0.053 0.012 0.016
H -0.298408 4.382752 1.189215 -0.013 0.024 0.002
C 3.740924 8.097148 2.422547 0.010 -0.097 -0.080
Cl 5.375816 7.539729 2.051765 -0.007 0.039 0.002
Cl 2.616327 7.646150 1.142748 0.146 0.170 0.157
Cl 3.194587 7.452918 3.972591 0.100 0.133 -0.209
H 3.760845 9.176083 2.493367 0.031 0.010 0.025
C 5.189406 -9.982380 -3.037566 0.012 0.139 0.052
Cl 6.096272 -8.868016 -4.063431 -0.019 -0.010 -0.017
Cl 6.219974 -10.632136 -1.757910 -0.005 -0.036 -0.022
Cl 3.775059 -9.182604 -2.361690 -0.049 -0.258 0.128
H 4.851503 -10.807583 -3.649327 0.006 -0.013 -0.008
C -0.217905 6.573948 5.511660 0.025 -0.091 -0.036
Cl 1.238389 7.023720 6.406238 -0.398 -0.063 0.145
Cl 0.188771 5.520998 4.157889 -0.002 0.024 0.015
Cl -1.387811 5.795015 6.579971 -0.011 0.049 0.002
H -0.667644 7.475576 5.118589 -0.003 0.010 -0.003
C 0.547723 -7.346559 -4.629982 -0.039 -0.030 0.060
Cl 2.023204 -8.113722 -5.229456 0.010 0.103 -0.105
Cl -0.752970 -7.492741 -5.819804 0.017 0.014 0.002
Cl 0.070258 -8.061312 -3.093342 0.351 0.171 0.061
H 0.747766 -6.294077 -4.468623 0.007 0.004 0.012
C -1.221277 9.280681 -1.467964 0.001 -0.127 -0.053
Cl 0.399209 8.680491 -1.838102 -0.047 0.248 -0.066
Cl -2.346232 8.879294 -2.766162 0.014 0.029 0.010
Cl -1.797148 8.645776 0.074577 0.006 0.080 0.015
H -1.174062 10.357781 -1.383922 0.058 -0.060 -0.043
C -7.725963 -6.203414 0.654039 -0.006 0.026 -0.105
Cl -7.309898 -5.134817 -0.680780 0.005 -0.010 0.023
Cl -9.352055 -5.854319 1.254205 -0.001 0.013 0.045
Cl -7.594049 -7.896597 0.175637 0.019 -0.007 0.012
H -7.025110 -6.023071 1.458287 0.009 0.010 0.006
C -3.178373 -10.446060 -2.256416 -0.044 0.107 -0.145
Cl -2.835056 -9.302635 -3.545469 -0.336 -0.198 -0.007
Cl -4.728788 -10.088223 -1.490896 -0.010 -0.004 0.054
Cl -3.151034 -12.108411 -2.861009 0.021 -0.022 0.032
H -2.405034 -10.350380 -1.505855 0.001 -0.024 0.018
C 4.861455 5.552260 8.449137 -0.055 -0.074 -0.062
Cl 3.553907 4.585093 9.133307 0.010 0.031 0.016
Cl 6.175976 4.519710 7.887507 0.003 0.030 0.021
Cl 4.262373 6.569339 7.137634 0.303 -0.007 0.092
H 5.247152 6.196569 9.227093 0.004 0.007 0.010
C -0.232960 13.594672 -1.022103 0.008 -0.034 -0.146
Cl -1.558356 12.648659 -0.338189 -0.036 0.102 0.104
Cl 1.031286 12.533391 -1.642481 -0.021 -0.014 0.039
Cl -0.825030 14.669836 -2.288507 0.011 0.011 0.040
H 0.189733 14.201496 -0.233187 -0.007 -0.002 0.022
```
Positions in Å, forces in eV/Å.


Below is C20H30ClO2Tc as an isolated structure in a non-equilibrium geometry, with properties calculated with ωB97M-V with the def2-TZVPD basis set.

Calculated values
- HOMO-LUMO gap (spin up / spin down): 6.85 / 6.64 eV
- Charge: +1
- 2S+1: 4

Geometry as XYZ:
```
54
Properties=species:S:1:pos:R:3:forces:R:3
O -0.125914 -0.499641 -5.049649 -0.031 -0.006 -1.352
C -0.147522 0.647614 -5.952038 0.034 0.837 0.181
C 0.082757 -0.144702 -7.225173 0.054 -0.164 0.672
H 0.677154 1.320658 -5.714699 -0.302 0.108 -0.062
H -1.113279 1.150783 -5.918098 0.065 0.156 0.191
C 0.042499 -1.351451 -6.260396 0.073 -0.600 -0.894
H 1.075202 0.028356 -7.662663 -0.471 -0.093 -0.064
H -0.726558 -0.093685 -7.960283 0.326 -0.077 0.113
C 1.351755 -2.111046 -6.263504 -0.132 -0.097 0.237
H 2.168040 -1.460830 -5.937480 0.001 -0.071 -0.096
H 1.573535 -2.451256 -7.281488 -0.075 -0.001 0.216
H 1.287475 -2.980550 -5.605803 0.205 -0.061 -0.021
C -1.159302 -2.250935 -6.480072 0.235 0.059 0.199
H -2.073665 -1.656520 -6.429888 -0.019 -0.158 0.049
H -1.165991 -3.037866 -5.718438 -0.248 0.019 -0.130
H -1.104382 -2.727666 -7.466826 0.041 0.096 0.223
Tc -0.270939 -0.587161 -1.800619 0.013 2.279 -0.467
C -1.596305 -0.818736 -0.178084 -1.333 -0.020 -0.173
C -1.970232 0.494775 0.282642 -1.681 -0.169 -0.082
C -2.872884 1.064848 -0.648691 0.464 -0.301 0.690
H -1.740142 0.896886 1.264579 -0.047 -0.145 -0.376
C -3.086596 0.172754 -1.703528 0.645 -0.478 0.519
C -2.310459 -1.038368 -1.459555 -0.663 0.279 1.088
H -2.535246 -2.003433 -1.900670 -0.256 0.260 0.195
H -1.254513 -1.588160 0.494415 -0.302 0.011 0.108
H -3.362118 2.014423 -0.488442 0.082 0.025 -0.239
H -3.840820 0.268122 -2.473190 0.308 0.132 -0.171
C 0.849174 -2.061163 -0.697194 0.433 -0.561 0.177
C -0.152252 -2.740738 -1.468035 1.116 -0.783 -1.170
C 0.117937 -2.487779 -2.846733 0.677 -0.702 0.558
H -0.943733 -3.366426 -1.092932 -0.103 0.153 0.114
C 1.281234 -1.650976 -2.915375 0.960 -0.724 0.132
C 1.757852 -1.424686 -1.586686 0.180 -0.578 -1.017
H 2.641599 -0.838385 -1.353101 -0.328 -0.154 0.140
H 0.932372 -2.058549 0.383665 -0.105 0.034 -0.222
H -0.451414 -2.847482 -3.685984 -0.106 0.078 0.004
H 1.775455 -1.296158 -3.810309 -0.308 0.006 0.198
O 2.663607 3.931556 -4.689775 -0.882 -1.097 0.428
C 2.614931 2.805233 -3.790356 0.616 0.021 0.200
C 1.137496 2.441855 -3.505075 0.230 0.139 0.490
H 3.135071 3.091267 -2.846674 -0.343 -0.065 -0.517
H 3.202465 1.949511 -4.195571 -0.406 0.555 -0.091
C 0.294745 3.519042 -4.203592 0.335 0.275 0.156
H 0.980214 2.505781 -2.424677 -0.109 0.134 -0.436
H 0.872151 1.414024 -3.798314 0.203 0.291 -0.014
C 1.328314 4.399160 -4.953118 -0.034 0.531 -0.387
H -0.225076 4.103956 -3.435931 0.039 -0.043 -0.292
H -0.462228 3.099794 -4.873775 0.224 0.149 0.103
H 1.293898 5.451064 -4.608754 -0.148 -0.479 -0.249
H 1.147930 4.384777 -6.052365 0.206 0.010 0.663
Cl 0.015602 2.273898 0.047741 0.028 1.024 -0.133
C 0.778070 0.847791 -0.667710 0.932 0.639 0.690
H 1.221551 0.362423 0.199101 -0.014 -0.152 0.016
H 1.633384 1.289686 -1.201823 -0.282 -0.519 -0.094
```
Positions in Å, forces in eV/Å.


Below is C4H6FNS in the gas phase in a non-equilibrium geometry, with properties calculated with ωB97M-V with the def2-TZVPD basis set.

Calculated values
- Energy relative to the best compared isomer or geometry (same formula, charge and spin): 49.23 kcal per mole
- HOMO-LUMO gap: 8.25 eV
- SMILES: N/C(=C/C=S)CF

Geometry as XYZ:
```
13
Properties=species:S:1:pos:R:3:forces:R:3
N -0.263237 -1.125254 1.382361 -1.077 2.765 0.320
C 0.114455 -0.214045 0.356058 -4.107 -0.897 2.479
C -0.786919 0.771658 0.084937 -2.749 -1.836 1.467
C -0.916016 1.505804 -1.090147 -3.403 2.086 2.720
S 0.069120 1.562069 -2.273038 2.766 0.345 -3.760
C 1.255766 -0.651502 -0.387310 0.538 3.442 0.249
F 1.761908 -1.672724 0.256200 2.553 -2.744 1.088
H -0.937956 -0.675542 2.100652 1.838 -1.298 -1.661
H 0.544820 -1.597127 1.730175 -0.039 -0.434 0.719
H -1.843191 0.581012 0.588941 2.403 0.820 -0.400
H -1.839588 2.195995 -1.032013 1.167 -1.052 -0.457
H 0.939592 -0.940222 -1.334067 -0.206 -0.267 -2.126
H 1.901247 0.259879 -0.382748 0.315 -0.929 -0.637
```
Positions in Å, forces in eV/Å.


Below is C4H3FO6Pd as an isolated structure in a non-equilibrium geometry, with properties calculated with ωB97M-V with the def2-TZVPD basis set.

Calculated values
- HOMO-LUMO gap (spin up / spin down): 9.14 / 7.20 eV
- Charge: +1
- 2S+1: 4

Geometry as XYZ:
```
15
Properties=species:S:1:pos:R:3:forces:R:3
C 0.485706 1.398006 1.084202 3.141 1.193 2.691
C 1.265798 0.080935 1.075858 0.101 0.096 -0.622
O 0.488360 -1.049799 1.545977 0.043 0.007 0.418
C -0.272579 -1.722048 0.755309 0.327 -0.751 0.238
O -0.720607 -1.398176 -0.347001 2.231 -7.189 1.586
O -0.594875 -2.891893 1.193678 -0.161 -0.439 0.436
O -0.624309 1.436487 0.369919 2.821 8.709 8.183
F 0.175969 1.657367 2.442685 0.024 -0.183 -1.389
H 2.119954 0.126291 1.756509 -0.295 0.124 -0.126
H 1.617560 -0.122353 0.055925 0.021 -0.060 0.219
O -1.381070 0.101733 -4.486945 0.780 0.111 0.637
C -1.262378 0.007347 -3.350407 -1.523 -0.391 -1.920
O -1.346807 -0.144691 -2.189374 -1.730 -5.274 -18.034
Pd -1.170841 0.322740 -0.666140 -5.028 4.681 7.351
H 1.220117 2.198053 0.759803 -0.751 -0.634 0.333
```
Positions in Å, forces in eV/Å.